1.
Formula: C43H54N9O17
Source: the Open Molecules 2025 dataset
Level of theory: wB97M-V/def2-TZVPD

As for the charge: -1. Its energy above the lowest of the compared OMol25 structures with the same formula, charge and spin is 114.41 kJ/mol. Its HOMO-LUMO gap is 0.23889 Ha. The value obtained for the HOMO energy is -6.4 eV.

CARTESIAN COORDINATES (ANGSTROEM)
C (-0.560041, 3.797203, -0.120659)
H (-0.938041, -1.276797, 2.456341)
N (-3.831041, -4.604797, 0.486341)
H (5.424959, -0.837797, 2.077341)
H (-2.221041, 4.523203, -1.965659)
C (-4.880041, 0.239203, 0.808341)
H (-0.529041, -1.212797, -4.952659)
H (-3.322041, 3.393203, 2.888341)
C (2.103959, 0.009203, -3.525659)
N (-0.257041, -5.701797, -3.318659)
H (1.554959, -7.013797, -3.284659)
O (-3.912041, 0.602203, -8.298659)
C (3.044959, 4.259203, 2.736341)
C (-2.668041, -1.940797, 3.719341)
C (0.494959, 1.247203, 3.992341)
C (-1.763041, -1.937797, 2.490341)
H (4.126959, -1.728797, 1.366341)
C (-1.997041, -2.969797, 1.497341)
O (0.020959, 0.857203, 0.375341)
H (0.692959, 3.611203, -0.245659)
C (-1.412041, 5.317203, -1.971659)
H (3.854959, 3.637203, -4.570659)
C (4.892959, 4.220203, 1.095341)
H (-1.885041, 6.230203, -1.859659)
C (-3.642041, 0.320203, -5.980659)
H (3.884959, 1.303203, -5.957659)
C (-2.181041, -0.228797, -6.084659)
C (1.438959, -0.002797, 4.112341)
C (1.120959, 0.354203, 6.773341)
H (2.412959, 3.282203, -2.343659)
H (3.992959, -0.997797, 3.170341)
O (4.413959, -1.140797, -6.232659)
C (-2.964041, 1.765203, 1.637341)
H (3.113959, 3.573203, 3.724341)
C (-3.381041, 0.491203, 0.970341)
H (-4.737041, -4.611797, 3.241341)
C (1.221959, -6.034797, -2.846659)
H (1.503959, 1.409203, -1.695659)
H (-1.165041, -6.359797, -4.962659)
H (2.838959, 2.094203, 2.068341)
H (0.454959, 1.327203, 2.960341)
C (0.256959, 1.633203, 6.601341)
H (7.203959, -2.594797, 3.839341)
C (3.261959, 2.718203, -4.332659)
C (1.666959, -0.416797, 5.493341)
H (1.159959, -6.263797, -1.810659)
H (-3.900041, -2.782797, 4.947341)
C (-3.827041, 2.712203, 2.071341)
C (4.714959, -1.558797, 2.409341)
O (-6.713041, -1.056797, 0.521341)
H (-1.562041, -4.382797, -3.360659)
O (2.653959, -2.190797, -5.359659)
H (7.092959, -3.798797, 2.659341)
H (-0.715041, 5.400203, -2.869659)
H (-1.474041, -3.004797, 0.517341)
O (-5.036041, -5.003797, 0.600341)
C (-3.675041, -2.852797, 3.930341)
H (-6.976041, 1.483203, 1.124341)
H (-0.128041, 2.058203, 7.516341)
H (3.239959, 5.253203, 3.006341)
H (7.383959, -2.129797, 2.113341)
H (2.122959, -1.389797, 5.620341)
O (-4.908041, -1.602797, -0.589659)
O (0.103959, -3.670797, -2.340659)
H (-1.086041, 3.034203, -0.609659)
O (-5.605041, 1.228203, -6.946659)
C (-0.056041, 2.011203, 5.098341)
C (-0.636041, -4.426797, -2.977659)
O (1.693959, -0.345797, 0.728341)
H (-1.555041, -1.210797, -2.694659)
O (5.478959, 5.294203, 1.494341)
N (5.357959, -2.538797, 2.978341)
C (3.407959, 2.436203, 1.144341)
C (-5.350041, 2.643203, 1.893341)
O (-0.934041, 3.632203, 3.645341)
H (2.032959, 4.090203, 2.306341)
H (0.633959, -1.850797, -0.685659)
H (-2.337041, -1.246797, 4.541341)
H (-1.953041, 1.797203, 1.743341)
C (2.494959, 2.499203, -3.087659)
H (1.620959, -1.096797, -3.327659)
C (-5.880041, 1.399203, 1.237341)
H (-2.213041, -6.691797, -3.184659)
O (-1.455041, 3.617203, 5.758341)
O (0.283959, -1.042797, -0.775659)
C (2.998959, 0.105203, -4.767659)
C (-3.388041, -3.799797, 1.626341)
N (-0.577041, 5.100203, -0.742659)
N (3.314959, -1.105797, -5.557659)
C (-2.097041, -0.861797, -3.517659)
C (-3.419041, 0.100203, -3.324659)
H (-3.922041, 0.388203, -2.581659)
C (-1.237041, -6.642797, -3.797659)
H (3.777959, -3.080797, 4.278341)
H (1.502959, -0.149797, 7.807341)
H (-5.210041, 0.779203, -4.514659)
C (-4.272041, 0.401203, -4.529659)
N (-4.388041, 0.668203, -7.096659)
O (5.360959, -4.407797, 4.408341)
H (-0.963041, -7.563797, -3.545659)
H (-2.773041, -0.224797, 0.409341)
O (-3.040041, -4.825797, -0.474659)
C (1.912959, 1.251203, -2.737659)
C (0.337959, 6.095203, -0.325659)
O (0.440959, 7.240203, -0.834659)
H (1.731959, -0.503797, 3.132341)
H (5.317959, 3.665203, 0.344341)
H (-1.653041, -0.211797, -7.085659)
N (3.847959, 3.717203, 1.789341)
H (3.870959, 1.504203, 0.794341)
H (-5.945041, 3.389203, 2.326341)
C (4.745959, -3.445797, 3.831341)
C (-4.079041, -3.865797, 2.950341)
C (-1.539041, -0.766797, -4.884659)
C (0.684959, -0.132797, 0.179341)
H (-0.787041, 3.719203, 0.801341)
H (2.505959, 2.669203, 0.446341)
N (-0.925041, 3.118203, 4.847341)
C (6.791959, -2.632797, 2.811341)
H (1.016959, 5.903203, 0.520341)
N (-5.503041, -0.953797, 0.376341)
C (3.427959, 1.456203, -5.223659)
H (1.868959, -5.145797, -3.153659)

Atomic forces in eV per Å
7.13 0.77 -6.12
0.71 0.54 -0.25
-1.10 -0.96 -0.40
0.47 1.01 0.02
1.32 0.76 -0.49
1.73 5.65 3.29
-0.66 0.30 -0.38
-1.38 -0.59 -2.13
0.72 -0.18 -1.34
3.20 1.10 2.45
-0.36 1.11 -0.24
-0.93 -0.35 4.22
-2.60 -2.41 3.14
3.03 0.56 -2.56
2.40 -2.44 3.63
-3.63 -3.84 0.72
0.81 -0.13 2.42
-4.04 0.86 1.30
-3.45 2.60 -0.44
-3.46 -0.81 0.82
1.65 -1.80 0.60
-1.02 -0.94 0.16
1.08 6.07 5.63
-0.97 1.97 0.04
3.44 -2.48 5.15
7.37 -0.60 -11.50
-3.05 0.75 1.44
-2.59 2.53 3.81
-0.25 0.98 -2.67
-0.01 0.19 -0.25
1.16 -1.04 -1.75
-3.72 0.92 1.80
-2.94 -4.14 -2.61
-0.32 1.56 -1.83
-5.07 1.34 -0.51
-1.43 -1.14 -0.07
-1.74 -0.17 -2.31
-0.26 -1.50 -1.37
-1.55 -1.68 2.32
0.25 -0.73 -1.37
-1.27 1.55 -1.96
2.68 -4.77 -3.52
0.21 0.72 -0.48
-0.58 -4.41 -0.17
-2.08 2.43 -0.42
0.27 0.56 1.10
-1.61 -0.75 1.32
-2.65 0.99 2.59
-5.86 5.76 -3.37
0.92 -0.52 1.11
-4.07 1.94 -0.94
1.43 3.90 -0.63
-0.93 2.46 -0.14
-1.22 -0.57 0.86
-0.36 -0.11 0.93
3.38 0.67 -0.99
1.32 -0.82 -2.46
0.80 -1.13 -0.22
-0.18 0.50 -0.45
0.42 1.33 0.01
-0.19 1.49 -1.21
0.33 0.13 0.49
-0.73 1.14 3.54
-1.41 0.04 -0.90
-0.48 -0.81 -1.31
4.74 -2.55 0.14
2.65 -3.96 1.35
4.84 -2.32 1.56
6.86 -2.58 3.51
0.76 -0.59 1.14
-1.60 -2.83 -1.71
2.28 -5.71 2.45
-5.51 0.35 2.45
4.20 -5.30 -2.17
-0.20 -1.93 3.19
-0.04 0.66 0.93
2.55 -4.53 0.66
-0.65 -0.72 -0.94
2.79 0.53 0.53
1.77 -0.76 -3.15
1.33 3.25 -0.01
3.47 1.72 1.40
0.90 1.27 -1.50
-1.98 1.22 2.51
-3.72 4.60 -1.49
-2.86 3.52 2.72
2.88 1.89 3.23
0.01 2.33 0.10
2.10 -3.50 -0.09
-4.23 5.92 -4.24
3.91 -4.77 -10.87
-3.05 1.46 6.92
-1.15 3.87 -2.28
0.35 -0.44 -1.10
-1.38 1.73 -2.57
-2.73 1.26 0.49
7.96 -1.89 -1.97
-3.68 3.17 -4.45
-2.00 2.89 -2.30
1.95 -4.07 0.10
0.37 0.35 0.83
-2.32 0.49 2.47
1.09 -0.88 -0.55
-1.35 1.54 -1.90
-0.62 -2.71 0.66
-0.29 0.66 1.50
0.57 -1.62 -2.08
-0.81 -0.05 1.46
4.72 -3.23 -6.05
1.30 1.10 0.10
-0.94 0.81 0.19
2.80 -1.08 2.58
3.92 3.41 -2.48
-1.50 -0.23 1.15
-2.39 -0.11 -1.87
-1.54 0.17 6.75
1.59 -0.42 0.80
2.08 1.35 -5.38
0.87 -5.88 2.85
-0.41 -0.85 -0.05
-0.35 -0.85 -5.94
-7.53 0.95 14.53
-0.90 -1.48 0.73

Here are the Löwdin charges for atoms 1 to 8, given in e:
1. C -0.05
2. H 0.06
3. N -0.32
4. H 0.07
5. H 0.10
6. C -0.10
7. H 0.08
8. H 0.12



2.
Formula: C43H55Br4CoO2P2Si
Source: the Open Molecules 2025 dataset
Level of theory: wB97M-V/def2-TZVPD

As for the charge: -1. Its spin multiplicity is 2. Its energy above the lowest of the compared OMol25 structures with the same formula, charge and spin is 68.28 kJ/mol. Its HOMO-LUMO gap (alpha / beta) is 0.21284 / 0.23760 Ha. The value obtained for the HOMO energy (alpha / beta) is -3.5 / -4.1 eV.

CARTESIAN COORDINATES (ANGSTROEM)
H (2.100260, -0.984045, 2.081844)
C (2.178806, 4.178580, 1.660273)
C (-3.153788, -1.116818, -0.165102)
C (-5.346919, -1.526762, -1.100657)
H (1.962399, 6.260767, -0.175844)
C (-5.310079, -0.296674, -1.738148)
C (3.936338, -0.647796, -1.838635)
C (-4.205836, 0.523857, -1.577636)
Br (6.277713, -1.651824, -3.137109)
H (0.551435, -0.697820, 2.814765)
H (-1.976125, 0.363473, 5.677080)
H (-1.880082, 1.745328, -2.940513)
H (-2.969885, -4.373972, 1.575779)
H (2.399745, 4.009905, -1.183858)
H (0.275170, 5.149491, -1.669991)
Si (-1.552308, 1.193926, -0.543851)
C (2.151745, -0.891777, 4.258225)
C (-2.200532, 3.417767, 3.580192)
C (-3.587963, -2.077368, 3.062000)
C (-1.234914, -3.203956, 0.921342)
C (3.775858, -2.926143, -2.593213)
H (-0.837978, -3.458634, 3.045030)
C (4.508776, -1.760030, -2.472910)
H (-2.992023, -1.904967, 5.768179)
H (1.061710, -5.011416, 2.805056)
O (2.067235, 0.313268, -0.721413)
H (1.394162, -0.724835, 5.030799)
H (-3.201119, 0.879501, 4.531057)
H (-0.122438, -6.919027, 1.704175)
H (-5.076721, -0.749012, 3.864069)
H (-6.206255, -2.176582, -1.213461)
C (2.471407, -2.978334, -2.073820)
C (1.602534, -0.449832, 2.898072)
C (1.883099, -1.891627, -1.440427)
H (-3.014354, -2.944736, 3.403453)
H (-2.284445, -6.488563, 0.542365)
C (1.480158, 3.627767, -0.723936)
H (4.386035, -0.686963, 2.766655)
H (5.156103, 0.670655, 3.549813)
C (1.009829, 5.895368, 0.227684)
H (-2.818168, -4.183974, -0.166406)
H (-4.249459, 3.673850, 2.988512)
H (2.250551, 3.771226, 2.672148)
H (-1.216190, -6.014444, 2.743649)
C (-4.279349, -1.930988, -0.313540)
O (0.698451, -1.908715, -0.908317)
H (2.344537, -1.968029, 4.236109)
H (-0.946533, -5.692632, -0.277117)
H (-0.116653, 3.041587, 3.889756)
C (-3.116698, 0.136434, -0.794844)
C (4.182211, 0.229002, 3.327627)
C (-2.253267, -4.338143, 0.750773)
H (-6.138549, 0.020639, -2.360041)
C (-3.573318, -1.066727, 5.366051)
C (-1.847935, 2.214635, 1.066308)
H (-4.190772, -0.689837, 6.185822)
Br (4.880068, 0.983708, -1.607736)
H (3.180525, 4.556090, 1.418674)
H (-2.430848, 3.083801, -1.920208)
H (-4.337422, -2.885378, 0.179528)
C (-0.622476, -5.954371, 1.822541)
C (-1.764135, -0.482643, 3.705238)
H (-0.602718, -3.215698, 0.027002)
H (4.069451, -0.729272, 5.271941)
C (0.480060, 4.778823, -0.662149)
P (-1.713640, -1.401714, 0.946582)
H (1.150584, 2.806431, -1.360085)
C (1.218220, 5.368125, 1.640487)
H (-0.475954, 4.432139, -0.258030)
C (1.856859, 3.061746, 0.647709)
H (1.030477, -4.814017, 1.055501)
H (-3.233174, -0.145546, 2.224790)
Br (1.417126, -4.554019, -2.172315)
C (-3.270288, 3.312536, 2.697560)
H (-4.186122, 1.481500, -2.085217)
C (-2.623909, -1.001391, 2.550363)
H (-1.089763, -1.268532, 4.062479)
C (-0.286083, -3.480277, 2.096946)
C (3.440174, -0.132303, 4.608026)
H (-0.715033, 2.856345, -2.250885)
C (-2.621787, 0.011384, 4.867951)
C (-0.951358, 2.950106, 3.203121)
C (-4.443076, -1.569056, 4.221563)
H (-2.340878, 3.860694, 4.558749)
C (-1.643886, 2.334829, -2.053030)
H (2.773867, 2.500477, 0.464533)
H (0.320365, 6.743785, 0.237612)
Co (0.139500, -0.170346, -0.003326)
C (1.842264, 1.042276, 2.679951)
C (0.400939, -4.834946, 1.951931)
H (-1.146391, 0.341263, 3.350091)
H (1.608969, 6.154080, 2.293959)
H (1.556205, 1.583326, 3.591873)
C (-3.089410, 2.718946, 1.456369)
H (0.468240, -2.695815, 2.143184)
P (0.790841, 1.670632, 1.265522)
C (3.363775, 1.197028, 2.450414)
H (3.593094, 0.981599, 1.405150)
H (3.199652, 0.785011, 5.154989)
H (0.247867, 5.079319, 2.043963)
C (-1.543741, -5.689457, 0.640375)
C (2.640953, -0.673212, -1.328446)
H (-3.943233, 2.608928, 0.794734)
H (3.673518, 2.224751, 2.648773)
H (-4.239069, -2.422317, 2.261281)
Br (4.515817, -4.451742, -3.433890)
C (-0.767360, 2.364639, 1.954593)
H (-5.115765, -2.359886, 4.564996)

Atomic forces in eV per Å
0.00 -0.02 0.00
-0.06 -0.06 0.05
0.01 0.02 0.01
0.03 -0.07 0.06
0.00 0.01 0.00
-0.01 0.03 -0.06
-0.08 0.07 0.05
-0.01 0.02 -0.02
0.02 0.00 -0.03
-0.03 -0.03 0.00
0.01 0.00 0.02
-0.01 -0.08 0.02
-0.01 0.03 0.07
0.02 -0.01 0.02
0.03 -0.01 0.00
0.17 -0.08 -0.73
0.01 -0.02 0.02
-0.02 0.03 -0.05
0.03 0.02 -0.01
-0.09 -0.05 0.02
0.00 0.01 0.02
-0.02 0.02 0.03
0.02 -0.01 -0.01
0.00 -0.01 0.00
0.00 0.00 0.01
-0.20 0.16 0.33
0.00 0.00 0.00
0.01 -0.04 0.01
0.00 -0.01 0.00
0.00 0.00 -0.01
-0.01 0.00 0.00
-0.06 -0.08 -0.03
-0.14 -0.01 0.00
0.15 0.17 -0.12
0.03 -0.02 -0.01
-0.01 0.01 0.00
-0.03 0.04 -0.05
0.00 -0.02 0.01
-0.01 0.01 -0.01
0.01 0.03 -0.03
-0.05 0.03 -0.04
-0.01 0.01 0.01
-0.05 0.05 0.02
-0.01 0.00 0.00
0.09 0.05 -0.03
-0.63 0.33 0.22
0.00 0.01 0.00
0.01 0.00 -0.01
0.01 0.01 0.03
-0.04 0.10 0.16
0.04 0.00 0.02
0.00 0.07 -0.02
-0.02 0.00 0.00
0.00 -0.04 0.06
-0.08 0.06 -0.04
-0.01 0.01 -0.01
-0.01 0.00 0.02
-0.01 -0.05 -0.02
-0.02 0.09 -0.13
-0.01 -0.14 0.06
0.00 -0.03 0.04
0.12 -0.03 -0.09
0.00 0.04 -0.03
0.00 0.00 -0.01
-0.08 -0.10 -0.06
-0.07 -0.40 0.60
-0.04 0.01 -0.01
0.02 0.00 0.02
-0.05 -0.04 0.01
0.01 -0.10 -0.24
-0.01 0.00 0.02
0.01 -0.03 0.00
0.00 0.01 0.00
0.02 0.02 0.03
0.00 0.02 0.01
-0.21 -0.06 0.03
-0.02 -0.06 0.02
-0.05 0.03 0.00
-0.01 -0.01 0.02
0.11 0.09 0.00
-0.01 0.09 -0.04
0.16 0.15 -0.01
-0.04 0.01 -0.03
-0.01 0.00 0.00
-0.26 0.28 0.13
-0.02 -0.04 -0.01
0.00 -0.01 0.01
1.77 0.71 -0.12
0.17 0.07 0.02
0.05 0.04 -0.03
0.03 -0.10 0.04
0.01 -0.02 -0.01
-0.02 0.01 -0.05
-0.04 -0.04 0.06
0.02 0.01 0.00
-0.58 -0.82 0.08
0.00 0.07 -0.01
-0.01 0.00 -0.03
0.00 0.01 0.00
-0.10 -0.07 0.05
-0.01 -0.01 -0.05
0.03 -0.25 0.07
0.01 0.00 -0.02
0.03 -0.04 0.00
-0.01 -0.03 -0.07
0.01 -0.02 -0.02
0.11 0.01 -0.21
0.01 -0.02 0.00

Here are the Löwdin charges for atoms 1 to 8, given in e:
1. H 0.12
2. C -0.19
3. C -0.33
4. C -0.09
5. H 0.11
6. C -0.10
7. C -0.64
8. C -0.10